No. 1
11
Properties=species:S:1:pos:R:3 method="wB97M-V/def2-TZVPD" spin_multiplicity=1 relative_energy_kcal_mol=27.7 largest_force_ev_per_a=2.40 e_tot_ev=-4712.958 gap_ev=10.5 homo_energy_ev=-9.252
C -1.067 -0.259 0.860
N -0.185 -0.611 -0.257
C 0.271 0.460 -1.108
C 1.159 -0.187 -0.155
H -0.837 -1.000 1.613
H -0.832 0.728 1.257
H -2.153 -0.355 0.641
H -0.093 1.477 -0.908
H 0.272 0.195 -2.192
H 1.540 0.468 0.642
H 1.926 -0.915 -0.394


No. 2
19
Properties=species:S:1:pos:R:3 method="wB97M-V/def2-TZVPD" spin_multiplicity=1 relative_energy_kcal_mol=67.4 largest_force_ev_per_a=4.35 e_tot_ev=-20218.362 gap_ev=7.7 homo_energy_ev=-7.334
C 2.799 -0.333 -0.137
C -1.290 -1.097 -0.820
C -0.949 0.356 -0.788
C -0.766 -1.714 0.481
C 0.311 0.484 0.066
N 0.638 2.031 0.396
O 2.636 -1.173 -0.899
O 3.134 0.522 0.565
P -0.136 -0.376 1.566
H -2.355 -1.126 -1.000
H -0.827 -1.682 -1.661
H -0.769 0.728 -1.928
H -1.858 1.022 -0.409
H -1.490 -2.339 0.989
H 0.153 -2.192 0.130
H 0.699 2.624 -0.418
H 1.580 1.989 0.941
H -0.058 2.246 1.083
H -1.452 0.029 1.845